Here is C2H7O3PS in the gas phase in a non-equilibrium geometry from the OMol25 dataset. Energies are from ωB97M-V with the def2-TZVPD basis set.

The geometry in XYZ format:
```
14
Properties=species:S:1:pos:R:3:forces:R:3
O -0.50010 0.89758 -0.15819 -1.503 -0.571 -0.717
C -1.71533 -1.28282 0.94123 -1.934 2.901 0.744
H 2.10851 -0.69049 -1.36174 -0.215 0.103 -0.265
H -2.18869 -0.46843 1.67790 1.363 -1.944 -1.099
H -2.53743 -2.00109 0.76489 0.743 0.031 0.000
H 1.15513 2.07173 0.56747 0.450 0.833 -0.331
H 3.08423 0.69813 -0.87803 -0.915 0.085 -0.892
S -1.74142 -0.20063 -0.56137 0.890 -0.559 0.305
P 1.01734 0.75093 0.21792 0.652 1.678 -2.017
H 1.60510 0.94557 -2.14401 1.274 -0.844 1.174
O 1.29407 -0.08422 1.33365 0.810 -2.800 2.819
O -2.91278 0.62103 -0.37898 -0.689 0.128 -0.064
H -0.73353 -1.65156 1.22573 -0.139 -0.053 -0.015
C 2.06489 0.39426 -1.24646 -0.786 1.013 0.359
```
Positions in Å, forces in eV/Å.

frontier orbital gap	10.50	eV
calculated total energy	-28453.8937	eV
relative energy (zero: lowest compared OMol25 entry of this formula, charge and spin)	0.0	kJ/mol
LUMO energy	0.60	eV